9
Properties=species:S:1:pos:R:3:mulliken_charge:R:1 method="wB97M-V/def2-TZVPD" homo_ev=-10.0 gap_ev=7.830 relative_energy_kcal_mol=36.35
Cl -0.31068 1.13639 -3.15698 0.039
O -1.86750 0.70326 -0.08050 -0.380
Cl -1.13518 -1.38280 1.85960 -0.062
Cl 1.33761 -0.69542 -1.61170 0.054
N -0.15274 0.18291 -1.62874 -0.062
C 0.71999 0.20282 1.11012 0.603
N 1.39301 1.02952 1.52969 -0.450
C -0.91951 0.21916 -0.59196 0.722
N 0.04988 -0.84620 0.67286 -0.465